A molecular structure, C28H38BN7O3PdS4. Source: OMol25; level of theory: ωB97M-V/def2-TZVPD.

Summary:
* Kohn-Sham gap: 7.52 eV
* calculated total energy: -3444.47133 Ha

The geometry in ORCA input format:
```
! wB97M-V def2-TZVPD RIJCOSX def2/J DEFGRID3
* xyz 0 1
Pd -0.4616 -0.5513 0.5397
C 4.2263 -2.5453 1.1174
C 4.5693 -2.0122 -0.2737
C 6.0824 -1.8191 -0.3539
C 4.1542 -2.9783 -1.3846
N 3.9056 -0.6858 -0.4790
C 4.5888 0.5073 -0.6480
C 3.6674 1.4750 -0.7547
N 2.4043 0.9071 -0.6673
B 1.2310 1.9779 -0.7079
N 1.0222 2.5979 0.6863
C 0.8966 3.9603 0.8529
C 0.6880 4.2000 2.1594
N 0.6623 2.9696 2.8008
C 0.8584 2.0065 1.8731
S 0.9129 0.2958 2.1343
C 0.3511 2.7674 4.2489
C -0.9938 2.0545 4.3781
C 0.2503 4.1311 4.9295
C 1.4838 1.9811 4.9045
N -0.1072 1.6162 -1.4196
C -0.1242 1.4276 -2.7898
C -1.4026 1.2954 -3.1794
N -2.1956 1.3896 -2.0503
C -1.3864 1.5348 -0.9763
S -1.8899 1.4011 0.6773
C -3.6888 1.5797 -2.0724
C -4.4369 0.5851 -1.1822
C -3.9607 3.0138 -1.6151
C -4.1671 1.4118 -3.5128
C 2.5708 -0.4280 -0.4874
S 1.3714 -1.6521 -0.4075
H 4.7369 -3.4978 1.2689
H 3.1577 -2.7010 1.2355
H 4.5671 -1.8460 1.8831
H 6.5481 -2.7923 -0.2057
H 6.4541 -1.1520 0.4248
H 6.3931 -1.4470 -1.3316
H 4.7467 -3.8898 -1.2955
H 4.3459 -2.5362 -2.3641
H 3.1023 -3.2446 -1.3271
H 5.6574 0.5763 -0.6860
H 3.7939 2.5321 -0.8960
H 1.7027 2.8630 -1.3807
H 0.9839 4.6386 0.0241
H 0.5621 5.1303 2.6758
H -1.7801 2.6472 3.9081
H -1.2322 1.9322 5.4358
H -0.9727 1.0725 3.9118
H -0.5669 4.7303 4.5268
H 1.1836 4.6917 4.8559
H 0.0447 3.9615 5.9855
H 1.5668 0.9751 4.4981
H 1.2831 1.9015 5.9736
H 2.4355 2.4977 4.7676
H 0.7830 1.4135 -3.3665
H -1.8065 1.1267 -4.1572
H -4.3712 0.8543 -0.1340
H -4.0586 -0.4238 -1.3188
H -5.4871 0.6015 -1.4818
H -3.6090 3.1673 -0.5944
H -5.0351 3.2016 -1.6380
H -3.4665 3.7302 -2.2749
H -3.9597 0.4070 -3.8804
H -3.7217 2.1534 -4.1775
H -5.2453 1.5676 -3.5232
O -2.7792 -1.4685 -2.7436
S -1.7548 -2.2836 -2.1363
O -0.5030 -2.3459 -2.8373
N -1.5723 -1.9511 -0.5491
C -1.8471 -3.0383 0.2641
O -1.6690 -3.0520 1.4651
C -2.3744 -4.1898 -0.5303
C -2.8037 -5.4147 -0.0547
C -3.2480 -6.3525 -0.9781
C -3.2564 -6.0642 -2.3418
C -2.8206 -4.8328 -2.8155
C -2.3866 -3.9155 -1.8799
H -2.7860 -5.6168 1.0080
H -3.5920 -7.3199 -0.6362
H -3.6057 -6.8100 -3.0440
H -2.8196 -4.6012 -3.8723
*
```

A molecular structure, C42H49F2N8O6Zr at a distorted geometry. Source: OMol25; level of theory: ωB97M-V/def2-TZVPD.

Summary:
* Kohn-Sham gap: 7.03 eV
* calculated total energy: -2765.60915 Ha

The geometry in ORCA input format:
```
! wB97M-V def2-TZVPD RIJCOSX def2/J DEFGRID3
* xyz 3 1
Zr -0.2016 -0.2439 0.9157
O 3.7070 -1.6317 2.7484
C 2.5709 -1.1003 2.4719
O 2.2677 -0.4876 1.4780
C 1.5742 -1.1875 3.5773
C 1.8691 -1.6549 4.8585
C 0.8968 -1.5706 5.8224
C -0.3254 -0.9628 5.4586
C -0.4998 -0.5394 4.1712
N 0.4017 -0.7124 3.2053
C -1.6511 0.3130 3.7249
O -2.6261 0.5973 4.5062
O -1.5414 0.8264 2.6460
H 4.4059 -1.3049 2.1828
H 2.8587 -2.0689 4.9758
H 1.0432 -1.9872 6.8238
H -1.0564 -0.7827 6.2430
H -2.6992 0.0153 5.2664
C 1.2021 6.7366 -0.7144
C 0.9431 6.3822 0.7348
C 2.0791 7.0329 1.5489
C -0.3695 7.0232 1.2092
C 0.9143 4.9081 0.9041
C 0.5148 4.2752 2.0743
C 0.3101 2.9240 2.1569
N 0.5898 2.1006 1.1387
C 1.1272 2.6421 0.0667
C 1.2725 4.0133 -0.1093
C 1.6207 1.7187 -1.0143
C 2.4986 2.1536 -1.9771
C 2.9459 1.2445 -2.9675
C 2.5455 -0.0961 -2.7869
C 1.7144 -0.4206 -1.7655
N 1.1859 0.4498 -0.9010
C 3.9914 1.5378 -4.0273
C 4.2528 3.0708 -4.1379
C 5.2877 0.8859 -3.5307
C 3.6414 1.0230 -5.3987
H 1.1662 7.8028 -0.8046
H 0.4450 6.3039 -1.4021
H 2.2285 6.4101 -0.9795
H 1.9994 8.0977 1.4432
H 3.0950 6.7502 1.2523
H 1.9368 6.8332 2.6247
H -0.3381 8.1281 1.1044
H -0.5895 6.7534 2.2641
H -1.1843 6.6495 0.5510
H 0.2909 4.8049 2.9614
H -0.0557 2.4978 3.0430
H 1.6210 4.3989 -1.0505
H 2.9031 3.1511 -1.9796
H 2.8783 -0.9218 -3.4019
H 1.5256 -1.4852 -1.6240
H 4.7401 3.4561 -3.2263
H 3.2980 3.6010 -4.2817
H 4.8756 3.2849 -5.0019
H 5.5266 1.3166 -2.5692
H 6.0542 1.0888 -4.2431
H 5.2727 -0.2140 -3.3946
H 2.8402 1.5983 -5.8729
H 3.3513 -0.0385 -5.2819
H 4.5024 1.0352 -6.0685
F -3.0122 3.3481 -2.4359
C -3.0477 2.3066 -1.6198
C -1.8987 1.8492 -0.9528
C -2.0544 0.8131 -0.0294
C -3.3113 0.2310 0.1938
C -4.3789 0.6649 -0.5450
F -5.5874 0.1241 -0.4790
C -4.2613 1.7093 -1.4514
C -3.4294 -0.8580 1.1347
C -4.6276 -1.3855 1.6161
C -4.6218 -2.4387 2.5185
C -3.3665 -2.9820 2.8783
C -2.2096 -2.4129 2.3967
N -2.2312 -1.3528 1.5308
H -0.9935 2.3803 -1.1839
H -5.1016 2.0196 -2.0324
H -5.5528 -0.9147 1.3746
H -5.5549 -2.8156 2.8544
H -3.2868 -3.8643 3.5366
H -1.2166 -2.7462 2.6364
N -1.1089 -1.4799 -1.0543
C -1.0260 -2.9550 -0.9577
C -0.4557 -3.5358 -2.2622
C -0.2981 -5.0540 -2.3331
C -1.5662 -5.9015 -2.1994
N -1.8806 -6.1750 -0.7350
C -2.6130 -7.2249 -0.3638
N -2.8020 -7.4172 0.9747
N -3.2471 -8.0806 -1.1810
C -0.2747 -3.2522 0.3492
O -0.3399 -4.3761 0.7970
O 0.3988 -2.2933 0.8554
H -2.0869 -1.1473 -1.0620
H -0.6756 -1.1797 -1.9187
H -2.0025 -3.3791 -0.8349
H 0.5464 -3.0938 -2.3282
H -1.0862 -3.2040 -3.0525
H 0.4266 -5.3680 -1.5251
H 0.1291 -5.2635 -3.3026
H -1.4197 -6.8235 -2.7618
H -2.4524 -5.4681 -2.6422
H -1.4069 -5.5761 -0.0739
H -2.3233 -6.8059 1.6147
H -3.3241 -8.1901 1.3774
H -3.2459 -8.0100 -2.1771
H -3.7667 -8.8467 -0.7857
*
```

Respective LUMO values: 0.013 -8.282 eV.